{
  "formula": "C96H186N10O12",
  "method": "the ωB97M-V functional and the def2-TZVPD basis",
  "charge": 0,
  "homo_lumo_gap_ev": 8.25,
  "mol_weight_g_mol": 1672.60,
  "total_energy_ev": -142033.076,
  "lumo_ev": 0.516,
  "species": ["C", "C", "N", "C", "C", "C", "C", "H", "H", "H", "H", "H", "H", "H", "H", "H", "H", "H", "H", "H", "H", "H", "C", "C", "N", "C", "C", "C", "C", "H", "H", "H", "H", "H", "H", "H", "H", "H", "H", "H", "H", "H", "H", "H", "C", "C", "N", "C", "C", "C", "C", "H", "H", "H", "H", "H", "H", "H", "H", "H", "H", "H", "H", "H", "H", "H", "C", "C", "N", "C", "C", "C", "C", "H", "H", "H", "H", "H", "H", "H", "H", "H", "H", "H", "H", "H", "H", "H", "C", "C", "N", "C", "C", "C", "C", "H", "H", "H", "H", "H", "H", "H", "H", "H", "H", "H", "H", "H", "H", "H", "C", "C", "N", "C", "C", "C", "C", "H", "H", "H", "H", "H", "H", "H", "H", "H", "H", "H", "H", "H", "H", "H", "C", "C", "N", "C", "C", "C", "C", "H", "H", "H", "H", "H", "H", "H", "H", "H", "H", "H", "H", "H", "H", "H", "C", "C", "N", "C", "C", "C", "C", "H", "H", "H", "H", "H", "H", "H", "H", "H", "H", "H", "H", "H", "H", "H", "C", "C", "N", "C", "C", "C", "C", "H", "H", "H", "H", "H", "H", "H", "H", "H", "H", "H", "H", "H", "H", "H", "C", "C", "N", "C", "C", "C", "C", "H", "H", "H", "H", "H", "H", "H", "H", "H", "H", "H", "H", "H", "H", "H", "C", "C", "C", "C", "C", "C", "O", "O", "H", "H", "H", "H", "H", "H", "C", "C", "C", "C", "C", "C", "O", "O", "H", "H", "H", "H", "H", "H", "C", "C", "C", "C", "C", "C", "O", "O", "H", "H", "H", "H", "H", "H", "C", "C", "C", "C", "C", "C", "O", "O", "H", "H", "H", "H", "H", "H", "C", "C", "C", "C", "C", "C", "O", "O", "H", "H", "H", "H", "H", "H", "C", "C", "C", "C", "C", "C", "O", "O", "H", "H", "H", "H", "H", "H"],
  "positions_angstrom": [[3.50176, -2.05543, 10.37132], [3.74378, -2.70047, 8.99660], [3.22935, -1.99586, 7.82401], [3.98954, -0.78085, 7.60217], [5.54443, -0.86181, 7.68224], [3.12830, -2.93010, 6.71565], [2.03597, -3.98655, 6.87274], [2.40948, -1.95397, 10.39236], [4.01638, -1.06279, 10.41908], [3.92217, -2.72794, 11.20348], [4.79984, -2.89655, 8.79290], [3.37380, -3.72965, 9.07069], [3.66419, -0.44226, 6.62961], [3.62819, -0.05070, 8.32433], [5.85437, 0.13973, 7.45869], [5.94399, -1.29215, 8.56808], [6.02512, -1.49757, 6.92003], [4.14262, -3.32560, 6.46834], [2.84491, -2.33535, 5.83384], [1.18938, -3.55153, 7.45426], [2.38128, -4.87834, 7.40501], [1.71051, -4.33097, 5.88837], [-3.30850, -3.51099, -8.29329], [-4.22152, -4.65660, -8.77215], [-5.17741, -5.10221, -7.69465], [-6.07794, -6.12393, -8.19406], [-5.33225, -7.42660, -8.44580], [-5.97680, -4.03723, -7.06802], [-6.55975, -4.27177, -5.74267], [-3.00189, -3.67864, -7.29195], [-3.90306, -2.60602, -8.46727], [-2.36186, -3.41186, -8.87278], [-4.82144, -4.37231, -9.61892], [-3.75805, -5.57317, -9.05935], [-6.87091, -6.31852, -7.47420], [-6.50164, -5.81135, -9.14201], [-4.52458, -7.59264, -7.71110], [-5.93288, -8.29580, -8.27461], [-4.84281, -7.54151, -9.40965], [-6.76603, -3.70883, -7.74975], [-5.40434, -3.09861, -7.01147], [-7.29141, -3.50457, -5.47386], [-5.77590, -4.28193, -4.95489], [-6.95086, -5.25314, -5.65209], [-6.09808, -1.01942, 5.15192], [-6.03875, -0.17212, 3.83291], [-7.32582, 0.31846, 3.21143], [-7.98921, 1.35509, 4.07892], [-9.29346, 1.95700, 3.48170], [-8.29972, -0.74456, 2.90233], [-7.68748, -1.93610, 2.11051], [-5.17541, -1.58100, 5.31144], [-6.90083, -1.72764, 5.00811], [-6.21061, -0.38260, 5.97096], [-5.41563, 0.69037, 3.90695], [-5.52257, -0.71256, 3.04798], [-8.35967, 1.01248, 5.05117], [-7.25343, 2.13349, 4.26369], [-9.46875, 2.77541, 4.21640], [-9.17471, 2.36152, 2.46852], [-10.08410, 1.20399, 3.38276], [-9.02677, -0.26422, 2.24697], [-8.85392, -1.16002, 3.80459], [-8.41450, -2.72533, 1.85398], [-6.97320, -2.42901, 2.77664], [-7.11502, -1.63980, 1.26186], [1.42492, 5.25010, 4.94015], [0.60978, 4.37770, 5.83514], [0.28919, 3.13663, 5.23839], [-0.85308, 3.15198, 4.33316], [-2.14200, 3.41271, 5.14120], [0.47346, 1.99996, 6.06708], [0.50057, 0.57816, 5.51188], [2.11969, 4.73014, 4.29972], [2.02561, 6.01316, 5.55038], [0.77933, 5.82973, 4.23385], [1.19267, 4.21441, 6.71696], [-0.24097, 4.97521, 6.12159], [-0.97767, 2.18926, 3.83200], [-0.71681, 3.88433, 3.59252], [-2.26709, 2.49733, 5.78947], [-3.01154, 3.51304, 4.47681], [-2.03528, 4.29972, 5.75282], [1.30298, 2.06074, 6.72473], [-0.32471, 1.85382, 6.82479], [1.14824, 0.44654, 4.64071], [0.78449, -0.13733, 6.27602], [-0.49359, 0.25206, 5.26716], [0.21389, -3.56638, -2.54901], [-0.61495, -3.95687, -3.79413], [-1.65249, -5.01323, -3.56485], [-1.04075, -6.16798, -2.84991], [0.15578, -6.78645, -3.53462], [-2.28914, -5.42727, -4.84350], [-3.51190, -6.33326, -4.59129], [0.92763, -2.72873, -2.84463], [0.80484, -4.35347, -2.16085], [-0.38018, -3.30668, -1.67973], [-1.22265, -3.16479, -4.18283], [0.08867, -4.39023, -4.54779], [-0.74334, -5.83536, -1.87514], [-1.78273, -6.92815, -2.72971], [0.33202, -7.67341, -2.89527], [0.05507, -7.24625, -4.47122], [1.05052, -6.14286, -3.59089], [-1.58606, -5.80261, -5.57497], [-2.61498, -4.50516, -5.34178], [-4.14802, -6.38528, -5.48527], [-4.06967, -5.98732, -3.77266], [-3.10148, -7.31290, -4.40236], [8.48091, 1.23345, 0.73451], [8.12467, 2.56294, 1.38057], [7.38063, 3.49263, 0.49247], [6.41260, 2.79460, -0.31298], [5.23846, 1.99838, 0.37124], [6.85874, 4.56856, 1.35073], [6.17533, 5.70947, 0.52643], [7.62035, 0.70782, 0.27090], [8.79475, 0.50356, 1.52447], [9.25246, 1.31131, 0.05063], [7.56945, 2.42121, 2.25586], [9.03257, 3.04558, 1.67096], [5.98399, 3.49913, -1.03413], [7.01333, 2.14660, -0.93135], [4.29512, 2.52141, 0.61629], [4.93755, 1.19770, -0.30629], [5.64691, 1.52180, 1.31591], [7.78066, 5.08012, 1.74329], [6.19188, 4.19151, 2.14929], [5.24778, 5.24217, 0.02228], [6.82499, 6.15265, -0.23014], [5.84041, 6.45674, 1.16921], [5.80665, -2.97055, 0.00439], [5.69829, -3.61003, 1.42895], [4.64856, -2.92665, 2.13819], [5.00631, -1.62806, 2.63539], [5.91814, -1.68139, 3.85661], [3.88520, -3.76895, 3.14754], [2.86556, -4.64083, 2.46622], [6.39242, -3.59279, -0.69767], [6.33472, -2.00360, 0.13270], [4.83892, -2.71814, -0.45003], [5.52376, -4.64510, 1.35171], [6.70994, -3.47499, 1.91104], [5.34602, -1.03064, 1.80293], [4.10508, -1.13282, 2.91529], [5.45873, -2.34750, 4.57476], [6.95506, -2.05595, 3.51936], [5.96180, -0.68199, 4.27105], [3.37848, -3.09610, 3.89411], [4.53970, -4.40449, 3.73863], [2.43384, -5.34722, 3.14886], [3.27422, -5.17036, 1.56140], [2.02196, -4.10015, 1.96725], [3.94897, -1.69672, -3.72297], [5.35892, -1.37819, -4.36023], [5.32086, 0.08157, -4.70035], [4.78458, 0.31668, -6.08710], [4.43967, 1.72669, -6.36295], [6.69663, 0.55252, -4.57114], [7.17955, 0.93994, -3.18561], [3.89031, -1.40181, -2.72693], [3.86404, -2.79453, -3.60667], [3.21526, -1.29530, -4.43144], [6.15003, -1.62247, -3.58447], [5.39944, -2.05361, -5.24095], [3.92558, -0.28632, -6.19786], [5.54971, -0.06086, -6.75153], [3.91165, 1.78660, -7.31283], [5.35081, 2.36516, -6.50588], [3.73123, 2.22243, -5.64150], [7.37137, -0.20593, -4.98319], [6.78902, 1.45658, -5.11610], [7.10864, 0.12836, -2.48016], [8.21020, 1.24779, -3.21201], [6.51275, 1.73762, -2.81671], [-1.36971, 0.18277, 0.43735], [-0.19624, 0.48488, 1.36984], [1.07226, 0.77037, 0.62842], [2.08018, 1.04185, 1.68178], [2.12404, 2.51124, 2.13606], [1.51493, -0.36601, -0.22847], [1.76192, -1.65229, 0.58276], [-2.30671, 0.23002, 1.01740], [-1.27255, -0.80689, -0.02611], [-1.40241, 0.94477, -0.33383], [-0.47632, 1.36092, 1.92887], [0.03098, -0.23271, 2.09452], [1.93416, 0.43070, 2.58510], [3.06095, 0.84675, 1.29293], [2.77607, 2.64265, 2.98721], [2.37585, 3.23026, 1.32054], [1.16344, 2.86468, 2.43714], [2.43753, -0.08718, -0.60805], [0.76999, -0.54512, -1.03313], [2.80561, -1.59318, 0.96133], [1.63421, -2.48216, -0.05691], [1.16726, -1.81224, 1.49097], [-1.40457, -0.41075, -3.47081], [-0.10395, -0.40211, -4.27826], [0.02291, 0.60004, -5.28788], [0.67527, 1.76373, -4.75432], [0.31302, 3.05346, -5.53678], [0.73254, 0.17688, -6.47323], [-0.02462, -0.80281, -7.38732], [-1.42269, -1.34380, -2.92457], [-2.21976, -0.65500, -4.19713], [-1.47357, 0.50381, -2.83667], [0.78964, -0.31217, -3.57759], [-0.06567, -1.36344, -4.75420], [0.43123, 1.97055, -3.70922], [1.74320, 1.67919, -4.68022], [-0.75667, 3.11658, -5.80561], [0.65241, 3.93113, -4.98516], [0.85570, 3.08983, -6.40228], [1.61449, -0.43275, -6.13137], [1.15230, 1.06296, -7.01901], [0.72589, -1.36858, -7.97284], [-0.71869, -0.32742, -8.08990], [-0.52754, -1.56215, -6.82715], [-6.59612, 3.85441, 1.82828], [-5.74610, 4.80416, 2.39267], [-4.38896, 4.50781, 2.37228], [-3.86684, 3.25657, 1.95057], [-4.76519, 2.30857, 1.48303], [-6.07612, 2.69047, 1.38509], [-6.91994, 1.83960, 0.66546], [-3.58108, 5.50052, 2.94156], [-7.64726, 3.97449, 1.83897], [-6.15033, 5.76305, 2.72605], [-2.79240, 3.16965, 1.94775], [-4.36081, 1.34523, 1.12284], [-7.01521, 1.04001, 1.28431], [-2.70109, 5.45571, 2.37839], [-0.10417, 9.09835, 2.09555], [-0.83412, 7.85149, 2.10356], [-0.31075, 6.72268, 1.43324], [0.99639, 6.81431, 0.94101], [1.69762, 7.99474, 0.97533], [1.13439, 9.19893, 1.45533], [1.87113, 10.31033, 1.31818], [-0.96427, 5.53060, 1.62759], [-0.52900, 10.00161, 2.49651], [-1.83263, 7.81003, 2.61657], [1.54202, 5.91609, 0.64313], [2.69459, 8.09488, 0.55140], [1.18314, 11.02859, 1.40015], [-1.17161, 5.14879, 0.76115], [-2.61026, -4.64424, 3.75316], [-2.34832, -3.88964, 4.88421], [-2.33350, -2.51853, 4.83522], [-2.48096, -1.82278, 3.63055], [-2.63034, -2.58303, 2.46544], [-2.63777, -3.97275, 2.51966], [-2.82885, -4.76020, 1.37224], [-2.26534, -1.69236, 5.92391], [-2.81364, -5.68613, 3.89067], [-2.28849, -4.42791, 5.81810], [-2.45307, -0.68705, 3.68673], [-2.78586, -2.02336, 1.54452], [-2.83059, -4.23143, 0.54204], [-1.49310, -1.96354, 6.44661], [-4.38417, -1.81504, -1.04434], [-5.27817, -0.94923, -1.60228], [-5.46679, -0.97313, -2.99702], [-4.89259, -1.95265, -3.75721], [-4.06569, -2.88397, -3.16331], [-3.76651, -2.80743, -1.79144], [-2.93597, -3.71077, -1.23821], [-6.22168, 0.00631, -3.65449], [-4.16901, -1.78278, 0.01253], [-5.70047, -0.15659, -1.01860], [-5.00947, -1.94718, -4.81263], [-3.62359, -3.62263, -3.84755], [-2.70385, -4.34385, -1.95672], [-6.32475, 0.86392, -3.17469], [-3.67104, 4.75372, -1.05283], [-4.90348, 4.16960, -1.26844], [-4.99207, 2.84755, -1.80936], [-3.81969, 2.15683, -2.11435], [-2.55797, 2.76090, -1.84171], [-2.48767, 4.05136, -1.29634], [-1.32724, 4.72218, -1.06369], [-6.20061, 2.24988, -2.05395], [-3.59575, 5.81827, -0.69765], [-5.80460, 4.72177, -1.00250], [-3.92152, 1.11774, -2.44709], [-1.68550, 2.17213, -2.09292], [-0.55273, 4.21823, -1.10769], [-6.64673, 2.05981, -1.20528], [4.01743, 2.70714, -2.53742], [2.82087, 2.42840, -1.86481], [2.02619, 3.53085, -1.68298], [2.41241, 4.82681, -2.05690], [3.60226, 5.06321, -2.71553], [4.40487, 3.96069, -2.97816], [5.54463, 4.09754, -3.65784], [0.98007, 3.42560, -0.83226], [4.50982, 1.76274, -2.87533], [2.60395, 1.41688, -1.57619], [1.87081, 5.70761, -1.71318], [3.93231, 6.07945, -2.92017], [6.26931, 4.16021, -3.05072], [1.06261, 2.52742, -0.34737]],
  "forces_ev_per_angstrom": [[0.877, -0.159, -0.305], [0.606, -0.957, 0.307], [-0.658, -0.899, 1.394], [0.324, -0.667, -0.042], [-0.858, -0.461, -1.666], [0.394, 0.954, -0.887], [0.088, -0.070, 0.599], [0.291, 0.236, 0.700], [-0.611, -0.707, 0.200], [-0.836, 1.030, -1.220], [0.407, 0.070, 0.408], [-0.558, 0.292, -0.308], [0.183, 0.436, -0.434], [0.152, 0.165, 0.092], [0.671, 0.556, 0.349], [0.130, 0.411, 1.185], [-0.575, 0.169, -0.204], [-0.502, -0.376, 0.083], [0.110, 0.071, 0.172], [0.494, -0.289, -0.573], [-0.049, 0.143, 0.039], [-0.147, 0.129, 0.088], [-0.182, -0.349, -2.059], [-1.084, -0.088, 1.755], [0.191, 0.733, 0.781], [1.015, -0.706, -0.154], [1.088, -0.571, 0.702], [0.842, 1.766, -2.070], [0.956, -0.226, 1.988], [-0.045, 0.146, 1.094], [0.564, 0.109, 0.597], [-0.777, -0.205, 0.069], [-0.253, 0.567, -0.769], [0.962, -0.422, -0.171], [-0.012, 0.218, -0.029], [-0.627, 0.278, -0.339], [-0.178, 0.496, -0.070], [-0.792, -0.472, -0.268], [-0.227, 0.232, -0.253], [-0.470, -0.241, -0.380], [0.323, -0.435, 0.064], [0.032, -0.242, -0.089], [-0.330, 0.282, -0.406], [-1.001, -0.896, -0.015], [0.414, 0.037, -2.550], [-0.614, -0.474, -0.369], [-0.102, -0.267, 1.500], [-0.452, -0.393, -1.211], [1.148, 0.290, 0.111], [-0.131, -0.860, -0.446], [-0.176, -0.245, 1.825], [0.038, 0.079, -0.251], [-0.334, -0.229, 0.510], [-0.618, 0.821, 1.456], [0.358, 0.888, 0.573], [-0.058, -0.568, -0.128], [0.578, -0.660, 0.170], [0.047, 0.144, -0.080], [-0.750, -0.494, -0.773], [0.224, 0.127, 0.273], [-0.007, 0.398, 0.619], [-0.276, -0.131, 0.172], [0.616, 0.554, -0.740], [0.063, 0.662, -0.057], [0.036, -0.127, -0.085], [0.171, 0.385, -0.885], [0.614, 2.660, -0.572], [0.590, 0.588, -0.081], [0.524, -1.248, -1.371], [-0.894, -0.757, 1.928], [-0.079, -1.474, -0.263], [-1.597, -1.776, 1.511], [0.100, 0.234, -0.968], [0.331, -0.494, 0.041], [-0.882, -0.906, -0.857], [0.432, -0.266, 0.512], [0.203, -0.359, 0.721], [-0.651, 0.071, 0.445], [0.319, -0.044, 0.028], [0.338, 1.122, -1.060], [-0.216, 1.070, -0.404], [0.208, -0.003, 0.384], [-0.227, 0.077, 0.103], [1.328, 0.788, 0.141], [-0.346, 0.585, 0.085], [0.038, 0.001, 0.020], [0.462, 0.119, 0.353], [-0.593, -0.068, -0.583], [-0.051, 1.449, -1.025], [0.044, -1.891, 0.337], [0.595, -0.565, 0.605], [-0.197, 0.900, -1.624], [1.071, -0.622, 1.889], [-0.780, 1.285, 0.702], [1.678, -0.181, -1.843], [-1.003, -0.888, 0.515], [0.864, -1.063, -0.094], [-0.429, 0.611, -0.100], [0.269, 0.886, -0.409], [-0.340, 0.826, 0.103], [0.072, 0.153, 0.606], [-0.619, -0.385, 0.202], [0.693, 0.443, -0.099], [-0.799, -0.198, -1.651], [-0.351, -0.325, 0.308], [0.430, -0.737, -0.053], [-0.158, 0.082, 0.252], [0.203, 0.090, 0.206], [-0.781, 0.449, 1.188], [-0.336, -0.576, 0.249], [-1.767, -1.528, 2.092], [0.099, 0.078, -2.069], [0.149, -0.006, 1.170], [-1.116, 0.380, -0.362], [1.039, -0.290, 0.795], [1.040, 1.539, -1.338], [-1.047, -3.137, -1.180], [0.469, 0.464, 0.158], [0.040, 0.718, -0.457], [1.512, 0.217, -1.543], [-1.002, -0.521, 1.617], [0.686, 0.477, 0.241], [-0.040, 0.033, 0.308], [-0.236, -0.422, -0.040], [0.855, 0.251, -0.124], [0.103, -0.168, 0.027], [-0.626, 0.404, -0.918], [-0.869, -0.774, 0.381], [0.245, 0.221, -0.103], [1.270, 0.989, 0.510], [0.057, -0.269, 0.053], [-0.605, 1.340, 1.156], [0.720, 0.227, 0.308], [1.011, 2.008, -0.930], [-1.521, -1.358, 1.190], [0.051, -0.440, 0.312], [1.369, -0.068, -1.478], [0.232, 1.386, -0.591], [-0.670, 0.116, -2.237], [-0.210, 0.279, 0.349], [-0.131, -0.452, -0.335], [0.066, -0.403, 0.295], [-0.472, -1.293, 0.028], [-0.733, -0.303, -0.236], [0.712, 0.254, -0.170], [-1.016, 0.395, 0.393], [0.208, -0.176, 0.301], [-1.460, 0.619, 0.968], [0.441, 0.154, 0.296], [0.485, -0.419, -0.877], [0.411, -0.124, 0.133], [-0.163, -0.530, 0.302], [0.080, 0.105, 1.110], [0.600, 0.075, 0.819], [1.622, -1.724, -2.023], [-2.159, 0.173, 1.240], [0.614, -0.955, 0.329], [1.405, -0.554, 2.008], [-0.072, 2.178, -0.262], [0.315, -0.125, -0.046], [-1.421, -0.005, 0.179], [-0.370, 1.442, 1.565], [-0.270, 0.236, -0.567], [-0.246, -0.159, 0.714], [-0.705, 0.423, -1.227], [0.682, 0.514, 0.187], [-1.019, -0.834, -0.075], [0.207, -0.066, -0.771], [-0.003, -0.099, -0.271], [-0.831, -0.394, 0.409], [0.944, -0.675, -0.302], [0.241, 0.107, -0.304], [0.173, 0.793, -0.995], [-0.037, -0.488, 0.376], [0.389, 0.344, -0.068], [0.659, -0.249, -0.156], [0.289, -0.456, 0.630], [-0.130, 1.237, -2.129], [-0.132, 0.327, 0.605], [0.086, 1.137, 0.022], [-0.282, 0.243, -1.097], [-2.633, -0.692, 1.860], [1.055, 1.130, 0.842], [0.260, -0.107, -0.300], [-0.189, 0.175, 0.013], [-0.115, 0.021, -0.119], [0.191, 0.651, 0.169], [-0.150, -1.623, 1.105], [-0.020, -0.188, -0.294], [0.530, -0.515, -0.281], [0.358, 0.018, 0.121], [0.307, -0.691, 0.451], [-0.893, 0.062, 0.505], [1.633, 0.468, -1.133], [0.474, 0.325, 0.380], [-0.554, -0.511, -0.340], [0.102, -1.178, -0.597], [-0.305, 0.225, -0.434], [0.153, -0.089, -1.088], [0.685, -0.383, 1.173], [-0.441, 0.996, -0.333], [-1.171, 2.132, 0.219], [-0.884, -0.445, 2.016], [0.984, -1.103, -0.226], [0.867, 0.553, -0.799], [0.255, 0.073, 1.013], [0.168, 1.244, 0.585], [-0.552, -1.017, -0.605], [-0.694, -0.387, -0.522], [0.335, -0.623, -0.238], [-0.641, -0.450, 0.053], [1.056, -0.368, -0.339], [0.451, -0.065, 0.457], [-0.309, 0.055, 0.227], [1.327, 0.039, -2.565], [-0.063, 0.557, -0.176], [-0.620, -0.847, 0.395], [-0.307, 0.402, 0.027], [0.035, -0.041, 0.297], [-0.576, -0.319, 0.526], [0.641, 1.089, 1.136], [-0.174, -0.533, -0.714], [0.389, 0.856, 1.179], [-0.953, 1.438, 0.380], [2.021, 0.255, -0.013], [-0.670, -1.866, -1.349], [-0.366, -1.543, 1.217], [2.135, -1.095, -2.555], [-0.868, 0.260, -0.327], [0.475, -0.332, 0.061], [0.187, -0.465, 0.095], [-0.665, 0.560, 0.060], [-0.210, 1.008, -0.766], [-1.794, 0.432, 1.817], [-0.293, -1.208, -0.762], [0.296, 0.996, -0.470], [0.179, 1.805, 2.020], [0.181, -0.764, 0.184], [0.000, 1.288, -0.370], [-0.628, -3.098, 0.223], [-1.481, 2.117, 0.213], [-0.351, -0.365, -0.248], [-0.336, 0.104, 0.364], [1.150, -0.065, -0.617], [-0.426, 0.106, -0.158], [-0.073, -0.341, 0.082], [1.523, -0.545, -0.073], [0.118, -0.179, -0.503], [0.551, 1.260, -0.558], [-0.589, -0.618, 0.287], [-0.043, 1.512, -1.070], [0.134, -0.063, 0.149], [0.096, 0.979, 0.260], [-0.980, -1.329, -1.187], [0.284, 0.891, 0.869], [0.801, -0.269, 1.195], [0.203, -0.455, -0.474], [0.014, 0.203, 0.315], [-0.146, -1.660, -0.356], [0.200, -0.501, -0.064], [-0.056, -0.145, 0.544], [-0.416, 0.208, 0.082], [0.637, -1.021, 0.795], [0.107, 0.527, -1.467], [-1.396, 2.192, 0.475], [0.378, -0.033, 0.467], [0.402, -0.250, -0.031], [-1.063, 0.315, -1.794], [0.554, -0.693, 0.426], [0.319, -0.744, 0.171], [-0.063, 0.087, 0.202], [-0.317, 0.225, 0.238], [-0.258, 0.017, -0.724], [-0.116, 0.248, 0.821], [0.372, 0.119, 0.046], [0.406, -0.822, 0.214], [0.090, 0.915, 0.362], [-0.212, -1.028, -0.548], [1.265, 1.206, 0.497], [0.173, 0.725, 0.817], [-1.078, -0.079, -0.096], [-0.463, -0.788, -0.864], [-2.198, 1.950, 0.591], [-0.591, -0.076, 0.114], [-0.103, -1.256, -0.266], [0.121, -0.210, -0.218], [0.362, 0.505, -0.100], [0.221, 0.426, 0.130], [2.220, -1.889, -0.309], [0.041, 0.125, 0.049], [-0.443, -2.321, -0.884], [1.411, 1.464, -1.501], [0.287, 0.672, 1.341], [-0.061, 0.320, 0.130], [-0.121, -0.429, 0.294], [-1.494, -0.404, 0.869], [1.314, 0.282, -1.634], [-1.090, -1.386, 1.036], [0.277, 1.227, 0.243], [-0.331, 0.117, 0.068], [-0.358, -0.461, -0.094], [-0.051, -0.258, -0.174], [0.824, 0.036, 0.455], [-0.538, 0.967, -0.556]],
  "mulliken_charge": [-1.28, -0.72, 0.34, -0.46, -1.43, 0.33, -1.41, 0.30, 0.25, 0.37, 0.46, 0.44, 0.22, 0.45, 0.44, 0.46, 0.23, 0.29, -0.30, 0.32, 0.37, 0.37, -0.66, -0.86, 0.66, -0.61, -1.34, -0.64, -1.06, -0.27, 0.35, 0.45, 0.41, 0.48, 0.38, 0.45, 0.23, 0.42, 0.37, 0.24, 0.34, 0.41, -0.02, 0.43, -1.52, -0.78, 1.44, -0.83, -1.38, -0.56, -1.31, 0.25, 0.34, 0.43, 0.49, 0.03, 0.52, 0.47, 0.41, 0.19, 0.42, 0.42, 0.43, 0.42, 0.23, 0.21, -0.54, -0.66, 1.13, 0.29, -1.18, -1.23, 0.58, 0.00, 0.44, -0.05, 0.63, 0.15, -0.63, 0.05, 0.25, 0.28, 0.28, 0.60, 0.36, -0.49, 0.25, -0.09, -0.81, -0.97, 0.94, -0.82, -1.54, 0.40, -1.40, -0.24, 1.20, -0.04, 0.16, 0.56, 0.39, 0.93, 0.45, 0.35, 0.25, 0.67, -1.01, -0.06, 0.31, 0.53, -0.72, -0.74, 0.17, -1.40, 1.19, -0.28, -1.04, -0.18, 0.37, 0.39, 0.49, 0.48, -0.17, -0.08, -0.78, -0.02, 0.62, 0.39, 0.30, -0.04, 0.28, 0.54, -0.68, -1.09, 1.36, -0.36, -1.28, 0.22, -1.08, 0.49, 0.02, 0.12, 0.60, 0.27, 0.27, -0.06, -0.02, 0.17, 0.60, -0.57, 0.36, 0.53, 0.27, 0.00, 0.18, -1.17, 1.41, -1.18, -0.99, -1.33, -0.71, -0.06, 0.47, -0.47, 0.38, 0.31, 0.76, 0.30, 0.48, 0.42, -0.10, 0.32, 0.42, 0.27, 0.54, -0.12, 0.69, -0.22, 1.20, 1.07, -0.97, 1.29, -1.25, -0.74, -0.39, -0.22, -0.55, 0.85, -0.19, -0.07, 0.83, -0.25, -0.72, 0.23, -0.60, -0.37, 0.57, -0.11, 0.31, -0.61, 0.64, 0.75, -2.09, 0.19, -1.37, -0.63, 0.58, -0.55, -0.74, 1.07, -0.54, 0.13, 0.39, 0.46, 0.57, -0.15, 0.48, 0.38, 0.36, 0.07, -0.93, -0.90, -0.05, 0.79, 0.50, 0.83, -0.92, -0.68, 0.54, 0.48, 0.38, -0.46, -0.31, 0.35, -0.64, -0.61, -0.35, 0.18, -0.49, 0.44, -0.55, 0.40, 0.27, 0.33, 0.37, 0.47, 0.31, -0.29, -0.62, -0.73, -0.39, 0.11, 0.70, 0.53, -0.60, -0.52, 0.54, 0.55, 0.46, -0.56, 0.38, 0.21, 0.48, -0.44, -0.05, -1.06, 0.59, -0.22, -0.68, -0.68, 0.09, 0.64, 0.81, -0.09, 0.04, 0.53, -0.45, -0.29, 0.20, -0.17, 0.38, 0.33, -0.69, -0.78, 0.27, 0.49, -0.16, 0.01, -0.10, 0.27, 1.03, 0.02, 1.04, -0.86, -1.25, -0.19, -0.64, 1.71, -0.31, -0.75, 0.67, 0.45, 0.42, -1.10]
}